Run 1
This record from the OMol25 dataset describes a cluster of 2 separate species, C4H11NO2 in total. The level of theory is the ωB97M-V functional and the def2-TZVPD basis.

The calculation puts the molecular weight at 105.14 g mol⁻¹. The expectation value of S² is 0.755. As for the LUMO energy (alpha / beta): -0.165 / -0.334 Eh. As for the spin multiplicity: 2. The total charge is +1. Its HOMO energy (alpha / beta) is -0.49425 / -0.49421 Ha.

Cartesian coordinates (Å):
1 C 1.53 1.99 1.17
2 C -0.95 0.09 -1.59
3 H -0.33 -3.21 0.64
4 H 1.51 2.93 1.73
5 H 2.23 1.25 1.55
6 N -0.83 -2.47 1.11
7 H -0.22 -1.85 -1.49
8 O 1.97 2.29 -0.17
9 H -0.71 1.11 -1.29
10 O -1.67 -0.41 0.97
11 H -2.03 -0.01 -1.50
12 H 0.78 -0.68 -0.61
13 H -1.16 -2.73 2.03
14 H 1.22 2.42 -0.75
15 C -0.23 -1.04 -0.79
16 H 0.52 1.60 1.16
17 H -0.67 0.05 -2.64
18 C -0.95 -1.34 0.48



Run 2
This record from the OMol25 dataset describes a cluster of 3 separate species, C4H11NO2 in total. The level of theory is the ωB97M-V functional and the def2-TZVPD basis.

The calculation puts the molecular weight at 105.14 g mol⁻¹. The expectation value of S² is 1.768. As for the LUMO energy (alpha / beta): -0.257 / -0.292 Eh. As for the spin multiplicity: 2. The total charge is +1. Its HOMO energy (alpha / beta) is -0.55922 / -0.54555 Ha.

Cartesian coordinates (Å):
1 H 1.51 -1.64 0.81
2 H -0.74 -0.86 0.99
3 H 1.59 0.81 -1.03
4 N -0.01 -0.33 1.47
5 H 1.89 -0.85 2.28
6 H -1.53 0.92 -0.25
7 C 1.05 -1.30 1.74
8 H 0.19 -0.32 -1.28
9 H 0.73 -2.19 2.28
10 H -2.35 1.88 -3.13
11 C -0.60 1.49 -0.23
12 H -0.73 -3.08 -1.24
13 O -0.57 -2.27 -0.70
14 C 0.57 0.55 -0.77
15 O -0.57 2.77 -0.22
16 H 1.09 1.41 1.24
17 C 0.37 0.80 0.70
18 H -1.90 2.22 -2.65



The relative energies come out as run 1 0.0; run 2 126.2, with values in kcal/mol.